1.
DFT (ωB97M-V/def2-TZVPD) results for a single C3H5NO molecule at a distorted geometry.

Its HOMO-LUMO gap is 11.458 eV.

```
10
C3H5NO, DFT ωB97M-V/def2-TZVPD
C 0.584 0.480 1.027
O 1.074 0.055 -0.238
C 0.094 -0.588 -1.007
C -1.247 -0.094 -0.624
N -2.237 0.361 -0.239
H 1.150 1.362 1.314
H 0.688 -0.324 1.766
H -0.480 0.775 0.959
H 0.115 -1.683 -0.897
H 0.258 -0.342 -2.061
```

So, what does the Löwdin scheme give us? The charges, in e, come out as: -0.101, -0.161, -0.200, -0.207, 0.160, 0.093, 0.097, 0.057, 0.131, 0.131

***

2.
DFT (ωB97M-V/def2-TZVPD) results for a single C4H5NOS molecule at a distorted geometry.

Its HOMO-LUMO gap is 8.569 eV.

```
12
C4H5NOS, DFT ωB97M-V/def2-TZVPD
C -1.019 1.074 0.038
S 0.802 1.140 -0.044
C 1.178 -0.537 -0.064
C 2.441 -1.020 -0.049
C 3.541 -0.152 -0.011
N 3.969 1.026 -0.004
O 4.873 -0.241 0.063
H -1.358 2.103 -0.018
H -1.337 0.633 0.978
H -1.411 0.518 -0.807
H 0.337 -1.215 -0.092
H 2.636 -2.081 -0.057
```

So, what does the Löwdin scheme give us? The charges, in e, come out as: -0.372, 0.914, -0.418, -0.111, -0.512, 0.204, -0.010, 0.032, 0.040, 0.038, 0.081, 0.114

***

3.
DFT (ωB97M-V/def2-TZVPD) results for a 5-piece molecular cluster, C24H53N3O12 overall at a distorted geometry.

Its HOMO-LUMO gap is 7.959 eV.

```
92
C24H53N3O12, DFT ωB97M-V/def2-TZVPD
C -5.870 6.174 -3.276
O -4.606 5.782 -2.785
C -4.321 4.451 -3.117
C -2.927 4.188 -2.651
N -2.851 4.602 -1.330
C -1.584 4.628 -0.648
C -1.485 5.930 0.274
O -0.260 5.858 0.931
C -0.494 6.832 2.094
H -5.879 5.832 -4.311
H -5.977 7.245 -3.104
H -6.697 5.678 -2.768
H -4.365 4.075 -4.140
H -4.959 3.818 -2.501
H -2.258 4.727 -3.322
H -2.664 3.146 -2.833
H -3.726 4.820 -0.876
H -0.786 4.255 -1.290
H -1.740 3.763 -0.005
H -2.250 5.811 1.042
H -1.665 6.807 -0.347
H -0.127 6.471 3.055
H -1.413 7.376 2.316
H 0.186 7.623 1.779
C -3.162 -10.979 -1.066
O -2.352 -9.874 -1.670
C -2.883 -8.596 -1.283
C -2.052 -7.520 -1.995
N -2.396 -6.219 -1.632
C -1.977 -5.260 -2.644
C -2.800 -3.909 -2.462
O -2.374 -3.262 -1.304
C -3.188 -2.159 -1.084
H -3.053 -11.797 -1.778
H -4.224 -10.734 -1.069
H -2.773 -11.108 -0.056
H -2.698 -8.475 -0.216
H -3.942 -8.499 -1.524
H -2.210 -7.708 -3.057
H -0.991 -7.718 -1.847
H -3.390 -6.190 -1.457
H -2.213 -5.745 -3.591
H -0.919 -5.016 -2.552
H -3.877 -3.992 -2.604
H -2.673 -3.285 -3.347
H -3.474 -1.665 -2.013
H -2.655 -1.451 -0.450
H -3.970 -2.611 -0.474
C 7.165 0.009 0.873
O 6.028 0.331 0.005
C 6.054 1.472 -0.829
C 5.763 2.868 -0.227
N 5.444 3.798 -1.310
C 4.552 4.812 -0.619
C 5.319 5.700 0.380
O 6.674 6.049 -0.139
C 7.461 6.834 0.722
H 7.498 0.959 1.290
H 7.980 -0.479 0.340
H 6.841 -0.505 1.778
H 5.423 1.410 -1.715
H 7.071 1.516 -1.220
H 6.626 3.100 0.397
H 4.963 2.748 0.504
H 6.296 4.243 -1.620
H 3.676 4.312 -0.206
H 4.356 5.545 -1.401
H 5.298 5.168 1.331
H 4.876 6.683 0.538
H 6.844 7.704 0.946
H 8.444 7.044 0.299
H 7.580 6.339 1.686
O -3.249 -5.479 6.302
C -3.144 -5.487 5.074
O -4.015 -4.875 4.295
C -3.499 -4.985 3.029
C -2.168 -5.660 3.078
O -1.959 -5.685 4.491
H -4.247 -5.472 2.404
H -3.216 -4.090 2.473
H -1.421 -5.034 2.590
H -2.168 -6.590 2.510
O -0.886 0.192 3.228
C 0.280 -0.340 3.143
O 0.466 -1.661 2.907
C 1.844 -1.980 2.933
C 2.497 -0.637 3.176
O 1.444 0.298 3.537
H 1.858 -2.667 3.779
H 2.099 -2.350 1.941
H 3.071 -0.355 2.293
H 3.149 -0.924 4.001
```

So, what does the Löwdin scheme give us? The charges, in e, come out as: -0.100, -0.185, -0.263, -0.276, -0.103, -0.157, -0.254, -0.170, -0.059, 0.084, 0.091, 0.083, 0.126, 0.124, 0.123, 0.115, 0.128, 0.121, 0.107, 0.108, 0.122, 0.077, 0.081, 0.075, -0.054, -0.209, -0.226, -0.270, -0.089, -0.155, -0.242, -0.184, -0.118, 0.083, 0.074, 0.084, 0.115, 0.119, 0.110, 0.129, 0.110, 0.105, 0.122, 0.115, 0.109, 0.090, 0.092, 0.094, -0.068, -0.210, -0.231, -0.244, -0.033, -0.177, -0.178, -0.223, -0.121, 0.073, 0.084, 0.079, 0.116, 0.112, 0.109, 0.115, 0.099, 0.120, 0.108, 0.109, 0.113, 0.080, 0.091, 0.081, 0.119, -0.561, 0.119, -0.178, -0.115, 0.091, 0.134, 0.132, 0.129, 0.127, 0.059, -0.451, 0.038, -0.130, -0.116, 0.066, 0.138, 0.136, 0.130, 0.128